20
Properties=species:S:1:pos:R:3 method="wB97M-V/def2-TZVPD" total_charge=-1 relative_energy_ev=0.888 homo_lumo_gap_ev=7.799 molar_mass_g_mol=126.132
C 0.853 -1.001 0.634
C 1.561 -0.784 -0.693
O 3.023 -0.851 -0.525
N -0.453 -1.644 0.519
C -1.585 -0.685 0.976
O -1.443 0.581 0.636
H 0.716 -0.039 1.122
H 1.505 -1.662 1.211
H 1.348 -1.456 -1.524
H 1.397 0.241 -1.022
H 3.165 -0.687 0.411
H -0.645 -1.737 -0.464
H -2.447 -1.211 0.531
H -1.644 -0.912 2.059
H 0.378 2.095 0.720
H -0.808 2.610 0.089
O 0.080 2.932 0.325
H -1.309 1.919 -2.141
H -1.747 1.057 -0.948
O -1.946 1.234 -1.915

148
Properties=species:S:1:pos:R:3 method="wB97M-V/def2-TZVPD" total_charge=-1 relative_energy_ev=12.646 homo_lumo_gap_ev=4.305 molar_mass_g_mol=1289.933
C -4.834 -4.103 9.566
C -5.740 -3.409 8.362
O -4.838 -2.445 7.654
B -5.536 -1.983 6.414
O -6.863 -1.320 6.654
P -4.815 -2.267 4.619
C -3.287 -1.173 5.139
O -3.709 0.267 5.132
C -3.313 0.918 6.408
O -4.276 -3.758 5.291
C -2.891 -4.107 5.084
C -1.926 -3.986 6.446
N -0.694 -3.097 6.176
C 0.462 -3.912 5.638
C 0.995 -3.143 4.280
C 0.230 -3.796 2.951
O 2.442 -3.303 4.066
O -5.531 -0.682 4.336
C -6.708 -0.751 3.467
C -6.926 0.806 2.890
C -5.494 1.534 2.534
C -7.945 1.702 3.810
C -7.771 1.513 5.429
C -7.563 3.300 3.497
O -4.295 -2.537 2.948
C -5.034 -3.737 2.430
C -5.171 -3.372 0.838
N -3.859 -3.118 0.130
C -6.387 -4.131 3.296
I -6.180 -6.292 3.817
S -8.050 -4.198 2.356
O -7.934 -5.492 1.459
O -9.257 -4.440 3.322
F -8.273 -2.891 1.271
O -6.342 -3.155 4.417
H -5.326 -3.848 10.598
H -4.680 -5.245 9.364
H -3.756 -3.611 9.538
H -6.173 -4.229 7.624
H -6.605 -2.769 8.831
H -6.692 -0.684 7.429
H -2.405 -1.258 4.344
H -2.923 -1.390 6.230
H -3.648 0.336 7.366
H -2.126 1.017 6.483
H -3.769 2.016 6.518
H -2.864 -5.275 4.831
H -2.308 -3.592 4.220
H -2.500 -3.569 7.376
H -1.503 -5.046 6.731
H -0.381 -2.803 7.145
H 0.208 -5.024 5.377
H 1.339 -3.880 6.437
H 0.710 -2.013 4.398
H -0.600 -3.027 2.650
H 0.980 -3.859 2.029
H -0.174 -4.878 3.174
H 2.640 -2.964 3.141
H -6.595 -1.406 2.505
H -7.725 -0.979 4.050
H -7.478 0.651 1.842
H -4.798 0.680 2.076
H -4.949 2.001 3.458
H -5.632 2.315 1.642
H -9.085 1.597 3.477
H -8.197 2.463 5.983
H -8.490 0.612 5.739
H -6.697 1.194 5.779
H -8.392 4.038 3.919
H -6.571 3.585 4.094
H -7.477 3.499 2.347
H -4.156 -4.545 2.465
H -5.834 -2.397 0.671
H -5.717 -4.297 0.323
H -3.271 -3.977 0.050
H -3.330 -2.310 0.528
C 8.229 -5.320 2.337
C 9.498 -4.831 2.029
C 9.634 -3.707 1.212
C 8.497 -3.078 0.691
C 7.229 -3.582 0.979
C 7.094 -4.699 1.813
C 6.026 -2.956 0.394
O 4.911 -3.396 0.650
C 6.185 -1.798 -0.508
C 5.056 -1.231 -1.115
C 5.197 -0.127 -1.959
C 6.459 0.417 -2.192
C 7.585 -0.149 -1.594
C 7.449 -1.265 -0.758
C 8.650 -1.879 -0.158
O 9.760 -1.404 -0.366
H 8.123 -6.190 2.981
H 10.383 -5.323 2.426
H 10.628 -3.328 0.980
H 6.107 -5.090 2.053
H 4.067 -1.648 -0.936
H 4.320 0.308 -2.433
H 6.568 1.281 -2.844
H 8.568 0.278 -1.784
C 4.435 0.981 -9.860
C 4.146 0.635 -8.540
C 4.781 1.300 -7.490
C 5.717 2.305 -7.760
C 6.024 2.634 -9.080
C 5.372 1.978 -10.133
C 7.046 3.658 -9.378
O 7.313 3.949 -10.537
C 7.747 4.319 -8.259
C 8.758 5.250 -8.528
C 9.417 5.890 -7.476
C 9.062 5.610 -6.156
C 8.058 4.679 -5.886
C 7.406 4.025 -6.940
C 6.371 3.015 -6.643
O 6.061 2.765 -5.484
H 3.933 0.469 -10.679
H 3.425 -0.151 -8.328
H 4.547 1.029 -6.462
H 5.596 2.238 -11.166
H 9.040 5.477 -9.555
H 10.206 6.609 -7.686
H 9.570 6.113 -5.337
H 7.790 4.461 -4.853
C -3.436 6.478 -7.686
C -3.874 5.382 -6.943
C -2.951 4.587 -6.261
C -1.584 4.883 -6.331
C -1.145 5.964 -7.093
C -2.074 6.771 -7.763
C 0.298 6.256 -7.214
O 0.685 7.208 -7.881
C 1.268 5.379 -6.529
C 2.641 5.609 -6.682
C 3.565 4.792 -6.026
C 3.121 3.752 -5.210
C 1.754 3.517 -5.059
C 0.826 4.326 -5.728
C -0.617 4.047 -5.591
O -1.008 3.131 -4.878
H -4.156 7.103 -8.210
H -4.935 5.146 -6.893
H -3.301 3.736 -5.679
H -1.739 7.625 -8.349
H 2.996 6.421 -7.315
H 4.631 4.970 -6.151
H 3.841 3.121 -4.693
H 1.415 2.701 -4.424

38
Properties=species:S:1:pos:R:3 method="wB97M-V/def2-TZVPD" total_charge=0 relative_energy_ev=0.000 homo_lumo_gap_ev=8.213 molar_mass_g_mol=445.107 smiles="CC(C)n1cc(Oc2c(Br)cc(CC(=O)O)cc2Br)ccc1=O"
O -1.599 2.937 3.418
O 4.268 -1.933 -5.591
Br 2.443 -3.072 0.358
Br -0.925 1.117 -1.785
O 2.156 -1.089 -5.706
O 0.167 -1.069 0.298
C -1.170 2.001 2.753
C 3.392 -1.194 -5.203
C 0.170 2.158 2.095
C 0.690 1.184 1.290
C -0.177 -0.019 1.103
C -1.407 -0.155 1.725
C 3.007 -1.455 -1.980
C 1.620 0.297 -2.809
C 2.117 -1.666 -0.897
C 0.712 0.109 -1.766
C 1.002 -0.841 -0.761
C 2.809 -0.444 -2.883
N -1.957 0.883 2.512
C 3.708 -0.211 -4.057
C -3.170 0.021 4.487
C -4.246 -0.048 2.216
C -3.254 0.730 3.155
H 2.077 -1.651 -6.488
H 0.735 3.044 2.258
H 1.636 1.341 0.821
H -1.897 -1.119 1.577
H 3.906 -2.043 -2.093
H 1.324 0.978 -3.611
H 4.782 -0.366 -3.771
H 3.638 0.814 -4.379
H -3.031 -1.045 4.414
H -2.281 0.443 4.989
H -4.092 0.262 5.034
H -5.231 -0.055 2.711
H -3.950 -1.062 1.979
H -4.325 0.518 1.266
H -3.649 1.702 3.321

What did the first record say?
20
Properties=species:S:1:pos:R:3 method="wB97M-V/def2-TZVPD" total_charge=-1 relative_energy_ev=0.888 homo_lumo_gap_ev=7.799 molar_mass_g_mol=126.132
C 0.853 -1.001 0.634
C 1.561 -0.784 -0.693
O 3.023 -0.851 -0.525
N -0.453 -1.644 0.519
C -1.585 -0.685 0.976
O -1.443 0.581 0.636
H 0.716 -0.039 1.122
H 1.505 -1.662 1.211
H 1.348 -1.456 -1.524
H 1.397 0.241 -1.022
H 3.165 -0.687 0.411
H -0.645 -1.737 -0.464
H -2.447 -1.211 0.531
H -1.644 -0.912 2.059
H 0.378 2.095 0.720
H -0.808 2.610 0.089
O 0.080 2.932 0.325
H -1.309 1.919 -2.141
H -1.747 1.057 -0.948
O -1.946 1.234 -1.915